(1)
Entry from the OMol25 dataset: an isolated ion of composition C6H8N3S and charge +1 (ωB97M-V/def2-TZVPD).

Atoms and positions in Å:
C (1.2145, -1.3771, 0.0453)
C (1.5531, 1.6910, -0.9763)
C (-0.8998, -1.5153, -1.1058)
C (1.1618, 0.1461, 0.5532)
C (-0.1670, 0.9092, 0.5567)
C (-1.1791, 0.6726, 1.5553)
N (0.3099, -1.8831, -0.6204)
N (2.0770, 0.7587, -0.3164)
N (-1.1983, -0.4442, -1.7467)
S (-0.0907, 2.0443, -0.5896)
H (2.1500, -1.8831, 0.2205)
H (1.9494, 2.1385, -1.8670)
H (-1.5934, -2.3871, -0.7887)
H (1.4651, 0.0150, 1.6140)
H (-0.7566, 0.6493, 2.5248)
H (-1.6803, -0.4096, 1.5434)
H (-2.1488, 1.3418, 1.4932)
H (-2.1668, -0.4670, -2.0954)

Forces on the atoms, in the same order (eV/Å):
C -1.0 1.5 -0.2
C 0.3 -0.6 -0.8
C -2.4 -0.9 0.7
C -0.8 -0.6 1.4
C 1.7 -1.6 -0.1
C -4.7 -1.3 -0.5
N 1.0 -0.7 -0.7
N 0.9 -0.1 0.1
N 0.4 -1.1 0.1
S -1.5 1.5 0.0
H 0.3 0.0 0.2
H 0.5 0.4 0.0
H 0.4 1.6 -0.9
H 0.3 0.5 -0.5
H 0.5 0.5 1.1
H 1.4 1.9 -0.5
H 2.3 -1.0 0.2
H 0.4 -0.1 0.3

## Properties
total charge	+1
E	-21647.242	eV
frontier orbital gap	8.0	eV
energy above the lowest of the compared OMol25 structures with the same formula, charge and spin	67.0	kcal/mol

Partial charges, Mulliken, in e:
1 C -0.2669
2 C -0.0287
3 C -0.0125
4 C 0.0968
5 C 0.5400
6 C -1.0464
7 N -0.3118
8 N -0.4773
9 N -0.4821
10 S 0.0609
11 H 0.4549
12 H 0.4219
13 H 0.3652
14 H 0.4498
15 H 0.3610
16 H 0.2859
17 H 0.3524
18 H 0.2370

***

(2)
Entry from the OMol25 dataset: a 3-piece molecular cluster, C12H24ClNO10P overall (ωB97M-V/def2-TZVPD).

Atoms and positions in Å:
O (-2.7770, 3.1711, -1.2004)
C (-3.7936, 2.7237, -1.6348)
O (-4.4593, 1.6881, -1.0591)
C (-4.3604, 1.6222, 0.3569)
C (-3.6644, 0.3609, 0.8705)
P (-1.9957, -0.0061, 0.3126)
Cl (-1.7376, 0.0976, -1.6303)
C (-1.5716, -1.7096, 0.8095)
O (-0.6846, -1.5500, 1.8904)
N (-0.1097, -2.9382, 2.2810)
O (1.0057, -2.8491, 2.4357)
H (-4.2939, 3.0781, -2.5404)
H (-3.8639, 2.5036, 0.7600)
H (-5.3778, 1.6057, 0.7432)
H (-4.2471, -0.5453, 0.6938)
H (-3.5563, 0.4804, 1.9558)
H (-1.0526, 0.8330, 0.9037)
H (-1.1121, -2.2043, -0.0510)
H (-2.4901, -2.2338, 1.0980)
C (3.8418, -4.4813, 2.8195)
C (3.4658, -4.2168, 4.2623)
O (3.6002, -5.3933, 5.0693)
C (4.8549, -5.6906, 5.4294)
O (5.8343, -5.0473, 5.1551)
O (4.8255, -6.8091, 6.1444)
C (6.1125, -7.2797, 6.5686)
H (3.2697, -5.3238, 2.4273)
H (3.6432, -3.6030, 2.2042)
H (4.8994, -4.7241, 2.7340)
H (2.4147, -3.9453, 4.3456)
H (4.0588, -3.4072, 4.6874)
H (6.6562, -6.4945, 7.0884)
H (6.6893, -7.6216, 5.7113)
H (5.9142, -8.1089, 7.2399)
C (-0.3306, 3.6702, -3.7535)
C (0.3113, 4.5427, -4.8098)
O (-0.5665, 4.7680, -5.9232)
C (-1.5287, 5.6702, -5.7199)
O (-1.7137, 6.2905, -4.7035)
O (-2.2471, 5.7674, -6.8346)
C (-3.3445, 6.6856, -6.7613)
H (-0.6834, 2.7363, -4.1977)
H (0.3904, 3.4377, -2.9685)
H (-1.1819, 4.1740, -3.2986)
H (1.1839, 4.0569, -5.2416)
H (0.6282, 5.4974, -4.3913)
H (-3.0067, 7.6633, -6.4261)
H (-4.1084, 6.3086, -6.0831)
H (-3.7408, 6.7499, -7.7695)

Forces on the atoms, in the same order (eV/Å):
O 0.0 0.1 0.2
C 0.3 0.0 -0.1
O -0.4 0.3 0.0
C 0.1 -0.1 0.3
C 0.0 0.2 -0.1
P 0.0 -0.2 0.0
Cl -0.1 0.1 -0.1
C 0.0 0.0 0.5
O 0.1 0.3 -0.2
N 0.0 -0.3 -0.3
O -0.1 0.1 0.3
H 0.0 -0.2 -0.1
H 0.1 0.0 -0.2
H 0.0 0.0 0.0
H 0.0 0.0 -0.1
H 0.0 -0.2 0.0
H 0.0 0.1 0.0
H 0.0 0.0 0.0
H 0.0 0.0 -0.1
C 0.1 -0.2 0.0
C 0.0 0.2 -0.1
O 0.0 0.0 0.0
C 0.0 0.0 0.0
O 0.0 0.0 0.0
O 0.0 0.0 0.0
C 0.0 0.0 0.1
H 0.0 0.0 0.0
H 0.0 0.0 0.0
H 0.0 0.1 0.0
H 0.0 -0.1 0.1
H 0.1 -0.1 0.0
H 0.0 0.0 0.0
H 0.0 0.0 0.0
H 0.0 0.0 0.0
C -0.2 -0.1 0.0
C 0.2 0.0 0.1
O 0.0 0.0 0.0
C 0.0 0.0 0.0
O 0.0 0.0 0.0
O 0.0 0.0 0.0
C 0.0 0.1 -0.1
H 0.1 0.0 0.0
H 0.0 0.0 0.0
H 0.0 0.0 0.0
H 0.0 0.0 -0.1
H -0.1 0.0 0.0
H 0.0 0.0 0.0
H 0.0 0.0 0.0
H 0.0 0.0 0.0

## Properties
total charge	+1
E	-56599.918	eV
frontier orbital gap	8.2	eV

Partial charges, Mulliken, in e:
1 O -0.4390
2 C 0.1349
3 O -0.3064
4 C -0.6764
5 C -0.5534
6 P 0.5768
7 Cl -0.1155
8 C -0.3300
9 O -0.3346
10 N 0.2202
11 O -0.1094
12 H 0.4276
13 H 0.4162
14 H 0.3583
15 H 0.4593
16 H 0.3804
17 H 0.1795
18 H 0.3545
19 H 0.3408
20 C -1.1067
21 C -0.1123
22 O -0.3819
23 C 0.7884
24 O -0.5500
25 O -0.3405
26 C -0.6310
27 H 0.2803
28 H 0.3142
29 H 0.3943
30 H 0.2137
31 H 0.3278
32 H 0.3030
33 H 0.2956
34 H 0.2214
35 C -0.9236
36 C -0.3297
37 O -0.3597
38 C 0.8052
39 O -0.5644
40 O -0.3425
41 C -0.6187
42 H 0.2481
43 H 0.3665
44 H 0.2822
45 H 0.2955
46 H 0.3384
47 H 0.3012
48 H 0.2782
49 H 0.2229

***

(3)
Entry from the OMol25 dataset: an isolated molecule of C5H7Cl2N3O3 (ωB97M-V/def2-TZVPD).

Atoms and positions in Å:
N (-0.9045, -2.8239, -1.2967)
C (-1.2962, -1.5972, -0.7693)
O (-2.0687, -1.4881, 0.1398)
N (-0.5688, -0.5739, -1.3295)
N (-0.7411, 0.8354, -0.8400)
C (0.3387, 1.2428, 0.0217)
Cl (1.8515, 1.2019, -1.0285)
C (0.0297, 2.8968, 0.4936)
O (0.6635, 3.7774, 0.1245)
C (0.4396, 0.4098, 1.3545)
Cl (1.0904, 1.5328, 2.6066)
C (1.6101, -0.6019, 1.2098)
O (1.4624, -1.7404, 0.9036)
H (-0.3095, -2.7305, -2.1175)
H (-1.2787, -3.7225, -1.0613)
H (0.1815, -0.5687, -2.0040)
H (-1.7046, 1.1534, -0.6916)
H (-0.8435, 3.0046, 1.2682)
H (-0.4658, -0.1161, 1.6802)
H (2.5141, -0.0918, 1.3358)

Forces on the atoms, in the same order (eV/Å):
N 0.6 1.4 -1.1
C 1.7 -2.1 -0.3
O -1.0 0.7 0.7
N -1.1 3.9 1.1
N 0.8 -2.0 -0.9
C -2.0 1.5 0.5
Cl -0.6 0.2 1.0
C -2.3 -4.4 1.4
O 1.8 2.6 -1.3
C 1.7 -0.1 -0.6
Cl -0.3 -0.2 0.4
C -2.4 0.0 -0.5
O 0.1 -0.6 0.1
H -0.3 -0.7 0.4
H -0.3 0.3 0.2
H -0.3 -0.6 0.0
H 0.7 -0.6 0.2
H 1.0 -0.4 -1.3
H 0.0 0.6 -0.3
H 2.1 0.5 0.3

## Properties
E	-40953.918	eV
SMILES string	NC(=O)NN[C@@](Cl)(C=O)[C@H](Cl)C=O
frontier orbital gap	10.0	eV
energy above the lowest of the compared OMol25 structures with the same formula, charge and spin	12.4	kcal/mol

Partial charges, Mulliken, in e:
1 N -0.3722
2 C 0.6140
3 O -0.6038
4 N -0.2219
5 N -0.4624
6 C 0.4209
7 Cl -0.1650
8 C -0.1089
9 O -0.3514
10 C 0.0850
11 Cl -0.1892
12 C -0.3406
13 O -0.4285
14 H 0.1889
15 H 0.2022
16 H 0.2834
17 H 0.2814
18 H 0.3425
19 H 0.3903
20 H 0.4353